# 1
This record from the Open Molecules 2025 dataset describes 16 unconnected molecules or ions with the total composition C73H163N10O16. The level of theory is ωB97M-V with the def2-TZVPD basis set.

```
! wB97M-V def2-TZVPD RIJCOSX def2/J DEFGRID3
* xyz 5 1
C -6.11 5.89 0.34
C -6.14 4.47 0.88
O -5.15 3.85 1.29
N -7.34 3.87 0.66
H -8.08 4.43 0.26
H -4.89 2.45 -2.42
C -7.61 2.51 0.94
H -5.41 6.63 0.75
H -7.13 6.25 0.29
H -5.85 5.72 -0.73
H -7.47 1.81 0.13
H -8.65 2.33 1.07
H -7.00 2.06 1.74
C 5.60 -2.29 -0.60
C 4.33 -3.09 -0.89
O 3.18 -2.71 -0.49
N 4.54 -4.28 -1.48
H 5.49 -4.62 -1.56
H -0.91 -8.82 3.80
C 3.50 -5.27 -1.63
H 6.07 -1.98 -1.55
H 6.27 -2.99 -0.12
H 5.51 -1.36 0.03
H 3.31 -5.71 -0.66
H 3.86 -6.13 -2.22
H 2.64 -4.84 -2.14
C 0.00 -14.88 -4.23
C 1.41 -14.69 -4.55
O 2.04 -13.78 -4.85
N 2.29 -16.02 -4.36
H 2.21 -16.35 -3.39
H 2.04 -16.73 -5.02
C 3.80 -15.71 -4.47
H -0.58 -14.03 -4.57
H -0.13 -15.05 -3.15
H -0.42 -15.77 -4.73
H 4.01 -15.36 -5.50
H 4.36 -16.60 -4.19
H 4.05 -14.91 -3.77
C 4.41 -3.73 4.28
C 3.70 -3.28 3.00
O 4.86 -2.69 3.05
N 2.60 -3.51 2.33
H 0.07 1.35 6.28
H 2.66 -3.50 1.19
C 1.38 -3.41 3.09
H 4.19 -3.01 5.04
H -9.00 -6.16 -6.33
H 5.18 -4.50 4.47
H 1.38 -2.57 3.76
H 1.02 -4.28 3.66
H 0.61 -3.07 2.45
C -4.60 -1.67 1.82
C -3.96 -2.86 1.03
C -2.46 -2.87 0.67
C -2.30 -1.67 -0.24
N -0.94 -1.39 -0.83
C 0.07 -0.73 0.09
C 0.18 0.70 -0.44
C -0.04 0.53 -1.91
C -1.21 -0.38 -1.95
C -0.42 -2.66 -1.30
H -5.54 -2.04 2.26
H -4.56 -0.72 1.28
H -3.94 -1.45 2.70
H -4.54 -3.06 0.14
H -4.16 -3.73 1.68
H -2.20 -3.71 0.07
H -1.77 -2.79 1.59
H -2.63 -0.77 0.31
H -3.02 -1.84 -1.08
H 1.04 -1.13 -0.11
H -0.14 -0.80 1.12
H 1.13 1.08 -0.16
H -0.65 1.28 -0.03
H 0.79 -0.04 -2.31
H -0.20 1.52 -2.44
H -1.43 -0.87 -2.91
H -2.05 0.16 -1.48
H 0.41 -2.44 -1.97
H -1.17 -3.18 -1.83
H 0.13 -3.15 -0.51
C 1.50 1.65 13.87
C 1.74 2.04 15.33
C 2.53 1.07 16.17
C 2.84 1.89 17.49
N 4.00 1.35 18.33
C 3.87 2.10 19.59
C 5.26 2.06 20.24
C 6.22 1.75 19.10
C 5.29 1.84 17.84
C 3.93 -0.13 18.56
H 0.92 2.46 13.45
H 0.96 0.71 13.74
H 2.41 1.56 13.31
H 0.73 2.13 15.83
H 2.20 3.02 15.29
H 3.44 0.81 15.66
H 1.97 0.17 16.46
H 1.90 1.89 18.08
H 3.15 2.86 17.23
H 3.10 1.56 20.17
H 3.58 3.13 19.40
H 5.43 1.35 21.10
H 5.40 3.03 20.65
H 6.78 0.85 19.19
H 7.03 2.55 19.14
H 5.54 1.26 16.97
H 5.20 2.87 17.50
H 4.30 -0.66 17.67
H 2.87 -0.33 18.71
H 4.51 -0.36 19.50
C -8.25 6.00 4.95
C -7.47 4.71 4.99
C -5.97 4.98 4.68
C -5.16 3.68 4.74
N -3.65 3.92 4.77
C -3.09 4.57 3.50
C -2.37 3.45 2.79
C -1.78 2.59 3.82
C -2.96 2.54 4.79
C -3.20 4.78 5.93
H -9.30 5.90 5.16
H -8.17 6.39 3.88
H -7.85 6.69 5.73
H -7.88 3.95 4.26
H -7.42 4.25 5.98
H -5.59 5.81 5.36
H -5.87 5.46 3.70
H -5.32 3.25 3.74
H -5.45 2.99 5.56
H -2.34 5.33 3.86
H -3.90 5.04 3.00
H -1.61 3.77 2.06
H -3.15 2.97 2.25
H -0.88 3.02 4.30
H -1.52 1.56 3.42
H -2.75 2.40 5.91
H -3.77 1.83 4.51
H -3.44 5.83 5.56
H -2.12 4.68 6.03
H -3.72 4.61 6.82
C -5.44 -3.10 -11.89
C -6.83 -3.31 -11.33
C -6.86 -3.38 -9.77
C -6.74 -2.03 -9.07
N -6.98 -2.09 -7.52
C -8.44 -2.26 -7.06
C -8.44 -1.63 -5.68
C -7.48 -0.42 -5.80
C -6.61 -0.69 -7.01
C -6.12 -3.08 -6.81
H -5.39 -2.94 -12.96
H -4.79 -3.91 -11.63
H -5.05 -2.18 -11.41
H -7.29 -4.20 -11.75
H -7.42 -2.49 -11.69
H -6.04 -3.95 -9.31
H -7.84 -3.78 -9.39
H -7.34 -1.23 -9.42
H -5.69 -1.52 -9.07
H -8.57 -3.39 -7.06
H -9.00 -1.76 -7.81
H -8.06 -2.40 -5.03
H -9.47 -1.41 -5.37
H -6.95 -0.44 -4.87
H -8.01 0.51 -5.95
H -5.56 -0.54 -6.97
H -6.86 -0.06 -7.83
H -6.49 -4.09 -6.88
H -5.99 -2.86 -5.74
H -5.12 -3.01 -7.29
C 12.98 3.70 -7.49
C 12.59 4.66 -6.36
C 11.11 5.04 -6.25
C 10.87 5.83 -4.85
N 9.68 6.81 -4.95
C 9.89 7.89 -5.98
C 9.73 9.22 -5.23
C 8.84 8.80 -4.07
C 9.40 7.50 -3.64
C 8.42 6.06 -5.27
H 12.29 2.87 -7.62
H 13.93 3.24 -7.19
H 13.16 4.33 -8.42
H 13.12 5.63 -6.38
H 12.85 4.20 -5.39
H 10.39 4.23 -6.26
H 10.83 5.73 -7.03
H 11.73 6.47 -4.69
H 10.66 5.18 -4.04
H 9.11 7.91 -6.73
H 10.84 7.76 -6.45
H 9.32 9.91 -5.94
H 10.74 9.57 -4.85
H 7.83 8.68 -4.41
H 8.68 9.58 -3.24
H 8.69 6.90 -3.06
H 10.36 7.70 -3.12
H 8.10 5.42 -4.46
H 8.49 5.59 -6.23
H 7.61 6.80 -5.30
C 4.48 -0.90 -5.02
O 3.24 -0.26 -4.54
C 2.18 -0.34 -5.48
C 1.99 0.80 -6.45
N 1.77 2.05 -5.68
H 1.33 1.92 -4.74
H 3.55 2.70 -4.89
C 1.25 3.21 -6.36
C -0.30 3.41 -6.39
O -0.86 3.07 -5.14
C -2.09 2.45 -5.18
H 4.81 -0.58 -6.03
H 4.36 -1.99 -4.92
H 5.14 -0.55 -4.24
H 1.32 -0.63 -4.90
H 2.47 -1.15 -6.19
H 1.10 0.60 -7.00
H 2.93 0.93 -7.03
H 1.53 3.10 -7.45
H 1.81 4.13 -6.08
H -0.84 2.79 -7.19
H -0.52 4.47 -6.64
H -2.81 3.20 -5.57
H -2.32 2.28 -4.18
H -2.11 1.60 -5.87
C -6.61 -7.24 -4.56
C -7.53 -6.28 -5.21
O -8.41 -6.86 -6.07
O -7.66 -5.11 -4.92
H -6.16 -6.68 -3.72
H -5.86 -7.63 -5.30
H -7.17 -8.09 -4.24
C -5.54 -0.67 -1.90
C -4.96 0.71 -1.71
O -5.46 1.66 -2.54
O -4.12 1.03 -0.89
H -4.73 -1.42 -2.02
H -6.13 -0.69 -2.76
H -6.10 -0.98 -1.04
C -0.87 -1.69 7.41
C -0.10 -0.57 6.60
O 0.77 -0.82 5.76
O -0.41 0.80 6.88
H -0.79 -2.70 7.03
H -1.92 -1.33 7.59
H -0.57 -1.87 8.45
C 5.29 3.67 -6.42
C 5.26 3.66 -4.91
O 4.13 3.21 -4.36
O 6.08 4.02 -4.08
H 6.32 3.88 -6.73
H 4.57 4.43 -6.65
H 5.02 2.67 -6.68
C -2.97 -3.05 -5.68
C -3.44 -2.44 -4.34
O -2.96 -2.79 -3.26
O -4.31 -1.54 -4.51
H -3.59 -4.00 -5.68
H -1.91 -3.50 -5.66
H -3.06 -2.35 -6.48
*
```

Summary:
HOMO-LUMO gap = 2.09 eV
HOMO energy = -0.3255 Eh

Atom charges from the Löwdin analysis, given in e for atoms 1 to 5:
1 C 0.012
2 C -0.523
3 O 0.003
4 N 0.019
5 H 0.145

---

# 2
This record from the Open Molecules 2025 dataset describes a molecular structure, C73H73N3O4PSb2TeTi. The level of theory is ωB97M-V with the def2-TZVPD basis set.

```
! wB97M-V def2-TZVPD RIJCOSX def2/J DEFGRID3
* xyz -2 2
Ti 0.08 -0.62 -0.08
O -2.91 -2.05 3.44
C -2.67 -3.31 3.02
C -2.96 -4.41 3.83
C -2.74 -5.70 3.38
C -2.21 -5.92 2.12
C -1.89 -4.83 1.33
C -2.11 -3.52 1.75
C -1.69 -2.43 0.84
O -0.58 -2.52 0.17
N -2.50 -1.42 0.71
N -1.92 -0.51 -0.17
C -2.72 0.31 -0.75
C -2.30 1.14 -1.86
C -3.19 2.07 -2.41
C -2.87 2.84 -3.51
C -1.61 2.68 -4.09
C -0.72 1.75 -3.59
C -1.02 0.96 -2.47
O -0.15 0.08 -2.05
H -2.99 -2.04 4.40
H -3.36 -4.24 4.82
H -2.98 -6.54 4.03
H -2.03 -6.93 1.76
H -1.45 -4.97 0.34
H -3.77 0.31 -0.45
H -4.17 2.17 -1.94
H -3.58 3.57 -3.90
H -1.33 3.28 -4.95
H 0.25 1.62 -4.06
C 5.05 -0.87 -2.39
Sb 2.93 -1.11 -2.78
C 2.74 1.02 -3.11
C 3.31 -1.41 -4.93
C 2.65 -2.50 -5.71
C 3.44 -3.43 -6.38
C 2.91 -4.39 -7.23
C 1.54 -4.41 -7.44
C 0.74 -3.52 -6.75
C 1.25 -2.57 -5.85
C 0.29 -1.75 -5.06
Sb -0.21 -2.67 -3.09
C -2.29 -2.14 -3.21
C -0.64 -4.63 -3.96
H 5.51 -0.31 -3.21
H 5.55 -1.83 -2.27
H 5.15 -0.30 -1.46
H 2.10 1.20 -3.98
H 3.74 1.42 -3.30
H 2.32 1.50 -2.24
H 4.40 -1.51 -5.03
H 3.03 -0.44 -5.37
H 4.52 -3.39 -6.23
H 3.56 -5.10 -7.73
H 1.09 -5.13 -8.12
H -0.34 -3.54 -6.90
H -0.66 -1.65 -5.58
H 0.68 -0.76 -4.81
H -2.82 -2.83 -3.87
H -2.39 -1.11 -3.58
H -2.73 -2.18 -2.20
H -1.42 -4.57 -4.72
H -0.96 -5.30 -3.15
H 0.27 -5.05 -4.41
C 6.72 -1.82 0.30
C 5.80 -0.88 0.74
C 4.44 -1.14 0.66
C 3.98 -2.36 0.15
C 4.90 -3.29 -0.29
C 6.27 -3.02 -0.22
P 2.14 -2.54 0.22
C 1.93 -4.31 -0.27
C 1.35 -5.29 0.53
C 1.16 -6.58 0.04
C 1.54 -6.91 -1.25
C 2.10 -5.94 -2.07
C 2.28 -4.65 -1.58
C 2.03 -2.66 2.06
C 2.86 -3.54 2.71
C 2.85 -3.67 4.11
C 2.01 -2.89 4.84
C 1.16 -1.94 4.22
C 0.32 -1.12 5.00
C -0.49 -0.22 4.39
C -0.50 -0.09 2.99
C 0.31 -0.82 2.14
C 1.15 -1.80 2.79
H 7.79 -1.62 0.35
H 6.14 0.07 1.14
H 3.72 -0.40 0.99
H 4.57 -4.24 -0.69
H 6.98 -3.76 -0.57
H 1.03 -5.04 1.53
H 0.71 -7.32 0.69
H 1.38 -7.91 -1.63
H 2.38 -6.17 -3.09
H 2.71 -3.89 -2.23
H 3.54 -4.16 2.13
H 3.51 -4.39 4.59
H 1.99 -2.97 5.93
H 0.36 -1.21 6.09
H -1.15 0.42 4.99
H -1.19 0.62 2.56
C -6.22 8.05 0.93
C -5.23 6.92 0.98
C -3.96 7.09 1.52
C -3.04 6.05 1.56
C -1.68 6.34 2.14
C -3.36 4.78 1.05
Te -1.72 3.16 0.84
N -0.04 1.41 0.49
C 1.14 1.54 -0.03
O 1.88 0.48 -0.19
C 1.72 2.86 -0.48
C 1.01 3.78 -1.24
C 1.60 4.99 -1.61
C 2.89 5.29 -1.22
C 3.62 4.36 -0.48
C 3.03 3.15 -0.13
C -1.59 3.07 2.98
C -0.42 3.42 3.66
C 0.87 3.70 2.95
C -0.42 3.46 5.05
C -1.54 3.15 5.79
C -1.52 3.19 7.30
C -2.68 2.74 5.11
C -2.71 2.68 3.72
C -3.96 2.15 3.07
C -4.63 4.62 0.48
C -5.09 3.33 -0.15
C -5.54 5.68 0.46
H -5.82 8.95 1.42
H -7.16 7.79 1.43
H -6.47 8.32 -0.10
H -3.69 8.07 1.92
H -1.58 7.40 2.38
H -0.89 6.06 1.43
H -1.51 5.76 3.05
H 0.02 3.54 -1.58
H 1.03 5.70 -2.20
H 3.35 6.23 -1.50
H 4.64 4.58 -0.18
H 3.59 2.41 0.43
H 0.70 4.14 1.96
H 1.41 2.76 2.79
H 1.50 4.38 3.54
H 0.50 3.75 5.57
H -0.77 3.89 7.66
H -1.29 2.20 7.71
H -2.50 3.49 7.70
H -3.56 2.44 5.67
H -4.64 1.74 3.82
H -3.71 1.35 2.35
H -4.47 2.94 2.51
H -4.29 2.59 -0.15
H -5.39 3.51 -1.19
H -5.95 2.92 0.38
H -6.52 5.52 0.01
*
```

Summary:
expectation value of S² = 0.76
relative energy (zero: lowest compared OMol25 entry of this formula, charge and spin) = 0.538 eV
HOMO-LUMO gap (alpha / beta) = 5.03 / 5.99 eV
HOMO energy (alpha / beta) = -0.0446 / -0.0801 Eh

Atom charges from the Löwdin analysis, given in e for atoms 1 to 5:
1 Ti 0.762
2 O 0.063
3 C -0.252
4 C -0.033
5 C -0.108

---

no.,DFT total energy (eV),molar mass (g/mol),largest force on an atom (eV/A)
1,-125954.273,1437.16,3.91
2,-142321.445,1506.37,2.10